{"formula": "C8H27NO7", "method": "ωB97M-V/def2-TZVPD", "total_charge": 0, "homo_lumo_gap_ev": 5.86, "relative_energy_kcal_mol": 141.02, "e_lumo_ev": -0.4, "symbols": ["O", "H", "H", "H", "O", "H", "C", "C", "C", "O", "C", "N", "H", "H", "H", "H", "H", "H", "H", "H", "H", "H", "H", "C", "C", "O", "O", "H", "H", "H", "H", "H", "H", "C", "C", "O", "O", "H", "H", "H", "H", "H", "H"], "xyz": [[-2.673840, -22.731150, 18.030390], [-2.469720, -22.091290, 18.716330], [-2.763660, -22.345020, 17.156070], [-2.133840, -23.524480, 18.005370], [-3.746380, -21.317620, 15.103530], [-4.687250, -21.118240, 15.275420], [-8.913130, -19.402350, 18.817900], [-8.153130, -19.939120, 17.566670], [-8.424320, -19.142340, 16.195980], [-9.605250, -19.572490, 15.599950], [-9.958920, -19.020510, 14.334210], [-6.721350, -19.989190, 17.793490], [-9.041210, -20.231290, 19.514000], [-9.944390, -19.284560, 18.485140], [-8.554130, -18.450120, 19.208380], [-8.404390, -20.996680, 17.485790], [-7.595080, -19.381870, 15.530320], [-8.221660, -18.091500, 16.402750], [-10.104210, -19.801050, 13.587380], [-9.228770, -18.326670, 13.917570], [-10.883760, -18.447150, 14.397580], [-6.499430, -19.151450, 18.312180], [-6.280260, -20.044860, 16.886600], [-0.442190, -28.476680, 19.930390], [-0.994290, -27.010260, 20.015720], [-0.799520, -26.237230, 18.852470], [-0.918450, -29.212080, 21.045150], [0.633230, -28.441610, 19.756190], [-0.777590, -29.091350, 19.095060], [-0.658330, -26.582080, 20.960120], [-2.071130, -27.047320, 20.180500], [0.099000, -26.036360, 18.580600], [-0.763120, -30.141790, 20.863180], [-0.524860, -20.611670, 21.686890], [0.647010, -20.305880, 20.850560], [0.827290, -21.267600, 19.814680], [-1.703230, -20.584050, 20.969620], [-0.534930, -19.746040, 22.349220], [-0.398620, -21.580840, 22.169450], [1.413120, -20.331620, 21.625510], [0.367670, -19.370940, 20.364820], [1.230900, -20.743150, 19.119230], [-2.377660, -20.155240, 21.501450]], "atomic_forces_ev_per_a": [[-0.5, -0.9, 0.9], [0.4, 0.6, 0.6], [-1.0, 1.5, -2.8], [0.5, -0.5, 0.3], [0.0, -0.4, 1.3], [0.6, -0.2, 0.0], [-0.6, -1.0, -1.7], [-0.3, 0.4, -0.5], [1.3, -1.6, 1.3], [-0.9, 0.5, -0.2], [0.1, 0.3, 0.0], [-0.3, 0.3, 0.7], [0.7, 0.4, 0.6], [-0.1, 0.5, -0.1], [0.2, -0.2, 0.2], [-0.8, 0.1, -0.6], [0.3, -0.4, -0.2], [-1.0, 0.6, 0.0], [0.0, -0.2, 0.2], [0.4, -0.1, 0.2], [-0.2, -0.1, 0.3], [0.8, 0.2, -0.4], [0.7, 0.2, 0.2], [-0.8, 0.2, -0.8], [-0.2, -1.6, 0.2], [-0.5, 0.4, -0.3], [0.6, 0.5, 0.7], [0.5, 0.0, 0.8], [-0.4, 0.9, -0.8], [0.7, 0.3, -0.2], [-0.1, -0.2, -0.4], [0.3, -0.4, 0.6], [0.0, 0.0, 0.1], [0.0, 0.1, 0.7], [-0.7, -0.5, -0.4], [0.3, 0.2, 0.2], [-1.6, -0.2, -1.2], [0.1, -0.4, 0.9], [0.0, 0.0, 0.5], [0.9, 0.6, -0.6], [0.9, 0.5, 0.3], [0.1, -0.5, -0.4], [-0.1, -0.1, -0.1]], "mulliken_charge": [-0.3370, 0.4001, 0.3708, 0.3927, -1.0050, 0.1702, -1.2361, 0.3531, -0.6434, -0.3418, -0.7531, -0.5605, 0.3272, 0.3107, 0.3739, 0.2313, 0.4019, 0.2620, 0.2491, 0.3474, 0.2610, 0.2401, 0.1690, -0.3089, -0.3695, -0.5187, -0.5193, 0.2564, 0.2782, 0.2849, 0.2750, 0.3107, 0.3178, -0.4478, -0.3510, -0.5140, -0.4737, 0.3514, 0.2728, 0.2411, 0.3174, 0.3273, 0.2865]}

{"formula": "C8H14BBr2F3N3O3", "method": "ωB97M-V/def2-TZVPD", "total_charge": -1, "smiles": "CCNN[C@](CC[C@](F)(Br)C(F)(F)Br)(B(N)O)C(=O)[O-]", "homo_lumo_gap_ev": 6.44, "e_lumo_ev": 2.3, "symbols": ["C", "C", "N", "N", "C", "C", "C", "C", "F", "Br", "C", "F", "F", "Br", "B", "N", "O", "C", "O", "O", "H", "H", "H", "H", "H", "H", "H", "H", "H", "H", "H", "H", "H", "H"], "xyz": [[2.470424, 2.429885, 0.287492], [2.981561, 0.938127, 0.150346], [2.166005, 0.081297, -0.718481], [0.807556, 0.109368, -0.281015], [0.211259, -1.243743, -0.163927], [-1.193660, -1.047510, 0.547111], [-2.233559, -0.272952, -0.331356], [-2.456714, 1.222580, 0.045969], [-1.461012, 2.080949, -0.385268], [-2.756890, 1.558217, 1.958276], [-3.790214, 1.700381, -0.698666], [-4.867157, 1.199788, -0.035893], [-3.803265, 1.286028, -2.003504], [-3.882339, 3.677898, -0.801808], [1.027272, -2.262931, 0.779230], [2.290995, -1.976065, 1.502050], [0.459454, -3.553537, 0.976047], [0.014553, -1.958868, -1.570649], [0.790469, -1.751629, -2.523885], [-0.981148, -2.755496, -1.736259], [3.168036, 3.181899, -0.163182], [2.438794, 2.688413, 1.380431], [1.442259, 2.600788, -0.096363], [4.019493, 0.978856, -0.254169], [3.030197, 0.528349, 1.188357], [2.176549, 0.402339, -1.684199], [0.292151, 0.540682, -1.055888], [-1.632278, -2.049770, 0.761185], [-0.970466, -0.578960, 1.533568], [-2.045740, -0.331769, -1.427938], [-3.222187, -0.776304, -0.170432], [3.048065, -1.774176, 0.852877], [2.189254, -1.252853, 2.210271], [0.272283, -3.619280, 1.929671]], "atomic_forces_ev_per_a": [[0.3, 0.4, 0.8], [-0.1, 1.2, -0.1], [0.7, 0.2, 0.5], [-0.6, -0.4, -0.5], [-0.5, -0.7, 0.1], [0.7, -0.6, -0.5], [-0.3, 0.2, 1.0], [-0.7, 0.0, -1.2], [-0.5, -0.9, 0.3], [0.3, -0.1, -0.4], [0.5, 0.2, 0.1], [0.6, 0.4, -1.1], [-0.2, 0.0, 1.4], [-0.2, -0.6, 0.2], [-0.2, -0.6, -0.3], [-0.5, -0.5, 0.3], [-0.3, 1.6, 0.5], [-2.0, -2.1, -2.0], [1.1, 1.4, 0.9], [0.7, 1.4, 1.8], [-0.6, -0.7, 0.1], [-0.1, -0.1, -0.9], [0.7, -0.3, 0.1], [-0.6, -0.3, 0.2], [-0.1, 0.0, -1.0], [0.3, -0.3, 0.2], [0.1, 0.0, 0.5], [0.5, 0.7, -0.4], [-0.5, 0.1, -0.7], [0.2, 0.0, 0.8], [0.7, 0.6, -0.2], [-0.3, 0.4, 0.3], [0.3, 0.1, -0.4], [0.6, -0.5, -0.4]], "mulliken_charge": [-0.7680, -0.3113, -0.4214, 0.2244, 0.3726, -1.1559, -1.0797, 0.3454, -0.2847, -0.0708, 0.5920, -0.2018, -0.2028, -0.1630, 0.3625, -0.6920, -0.6234, 0.3226, -0.7308, -0.7538, 0.2830, 0.2250, 0.1168, 0.3965, 0.0719, 0.2396, 0.2764, 0.3534, 0.4938, 0.3974, 0.4966, 0.3157, 0.2912, 0.2826]}

Question: Number 1 is which compound?
Answer: C8H27NO7